(P)
The following is a DFT calculation (the ωB97M-V functional and the def2-TZVPD basis) of the molecule C4H2OS.

Results
frontier orbital gap (spin up / spin down): 7.77 / 8.32 eV

Each line ends with the natural charge from an NBO analysis.
Positions of all 8 atoms, in Å:
C (0.179, 0.248, 0.032)  -0.3436
C (1.014, -1.421, 2.120)  -0.2159
C (-0.756, 0.786, -0.728)  -0.1717
C (0.625, -0.686, 1.244)  -0.0219
O (-2.246, 1.079, -2.950)  -0.8573
S (-1.515, 1.888, -2.052)  1.1164
H (1.203, 0.324, -0.274)  0.2536
H (1.496, -2.218, 2.608)  0.2404

(Q)
The following is a DFT calculation (the ωB97M-V functional and the def2-TZVPD basis) of a cluster of 2 separate species, C4H2OS in total.

Results
frontier orbital gap (spin up / spin down): 8.18 / 8.18 eV

Each line ends with the natural charge from an NBO analysis.
Positions of all 8 atoms, in Å:
C (-1.238, 2.091, -0.160)  -0.0795
C (0.319, -2.147, -0.198)  -0.3760
C (-1.869, 1.073, -0.249)  -0.3692
C (-0.619, -1.505, -0.576)  -0.2316
O (-3.363, -0.675, 0.914)  -0.8085
S (-2.821, -0.384, -0.392)  1.3924
H (-0.641, 2.953, -0.059)  0.2440
H (1.208, -2.691, -0.032)  0.2284

Tell me which of them is the most stable. Sure, it is (P).

(P)
The following is a DFT calculation (the ωB97M-V functional and the def2-TZVPD basis) of a cluster of 2 separate species, C6H18N2O2P in total.

Results
frontier orbital gap: 8.24 eV
charge: +1

Each line ends with the natural charge from an NBO analysis.
Positions of all 29 atoms, in Å:
C (-1.591, -1.278, 2.993)  -0.7246
C (2.523, 3.667, -1.715)  -0.9927
C (-0.714, -1.355, -0.409)  -0.4189
C (-1.417, -0.440, 0.629)  -0.5169
C (-1.671, -1.663, -1.468)  -0.2186
C (-0.905, -0.457, 2.026)  0.5039
N (-0.997, -2.464, -2.491)  -0.8316
N (0.255, 0.072, 2.255)  -0.6459
O (1.497, 2.244, 0.421)  -1.0420
O (3.006, 1.247, -1.367)  -0.9708
P (1.582, 2.105, -1.259)  1.3030
H (-2.563, -0.880, 3.483)  0.3076
H (-0.941, -1.571, 3.881)  0.2594
H (-1.973, -2.104, 2.371)  0.2737
H (3.559, 3.797, -1.259)  0.2510
H (2.722, 3.525, -2.809)  0.2603
H (2.055, 4.543, -1.329)  0.2393
H (-0.363, -2.382, 0.052)  0.1986
H (0.242, -1.133, -0.911)  0.2438
H (-2.465, -0.937, 0.623)  0.2547
H (-1.312, 0.532, 0.165)  0.2726
H (-2.173, -0.709, -2.005)  0.2052
H (-2.577, -2.223, -1.018)  0.1631
H (-1.601, -2.787, -3.263)  0.3888
H (-0.595, -3.189, -1.942)  0.3501
H (2.148, 2.779, 0.845)  0.5029
H (2.894, 0.396, -1.011)  0.4795
H (0.667, 0.111, 3.158)  0.4313
H (0.706, 0.555, 1.353)  0.4732

(Q)
The following is a DFT calculation (the ωB97M-V functional and the def2-TZVPD basis) of a cluster of 2 separate species, C6H18N2O2P in total.

Results
frontier orbital gap: 7.96 eV
charge: +1

Each line ends with the natural charge from an NBO analysis.
Positions of all 29 atoms, in Å:
C (-3.042, -1.634, 0.590)  -0.6317
C (-3.562, 0.277, -0.991)  -0.6379
C (2.534, 0.592, -0.950)  -0.7168
C (4.577, 0.724, 0.674)  -0.7248
C (-2.598, -0.304, -0.032)  -0.2000
C (3.266, 0.318, 0.344)  0.5000
N (-2.125, 0.706, 0.932)  -0.8744
N (2.642, -0.581, 1.015)  -0.6189
O (-0.413, 0.623, -1.575)  -1.0365
O (-0.169, -0.870, 0.516)  -1.0820
P (-1.018, -0.829, -0.881)  1.3164
H (-3.468, -2.233, -0.212)  0.2386
H (-3.828, -1.457, 1.375)  0.2306
H (-2.167, -2.102, 0.906)  0.2220
H (-3.376, 1.350, -1.298)  0.2244
H (-3.467, -0.286, -1.893)  0.2167
H (-4.675, 0.288, -0.735)  0.2342
H (1.744, -0.117, -1.235)  0.2721
H (3.178, 0.822, -1.795)  0.2576
H (1.864, 1.519, -0.787)  0.2917
H (4.734, 1.071, 1.689)  0.2809
H (4.967, 1.458, -0.049)  0.2712
H (5.161, -0.228, 0.640)  0.2878
H (-2.355, 1.726, 0.759)  0.4073
H (-2.462, 0.460, 1.827)  0.3790
H (-0.535, -0.051, 1.079)  0.5075
H (1.754, -0.949, 0.817)  0.4627
H (3.140, -0.924, 1.850)  0.4073
H (-0.299, 0.627, -2.581)  0.5152

Tell me which of them is the most stable. Sure, it is (Q).

(P)
The following is a DFT calculation (the ωB97M-V functional and the def2-TZVPD basis) of the molecule C18H23NO.

Results
frontier orbital gap: 7.93 eV

Each line ends with the natural charge from an NBO analysis.
Positions of all 43 atoms, in Å:
C (5.459, -3.156, 4.457)  -0.6855
C (4.443, -2.577, 3.590)  0.0533
C (3.502, -2.157, 2.942)  -0.0588
C (2.398, -1.666, 2.165)  -0.0885
C (2.290, -0.306, 1.827)  -0.1732
C (1.182, 0.211, 1.157)  -0.1988
C (0.169, -0.638, 0.754)  -0.0971
C (-1.002, -0.096, 0.083)  0.5396
O (-2.060, -0.713, 0.183)  -0.5602
C (-0.990, 1.165, -0.842)  -0.1067
C (-2.165, 2.076, -0.498)  -0.4006
C (-2.127, 2.641, 0.932)  -0.3980
C (-3.382, 3.448, 1.268)  -0.5965
N (-0.989, 0.756, -2.289)  -0.4494
C (0.249, 0.131, -2.769)  -0.2104
C (-0.119, -0.168, -4.200)  -0.4085
C (-1.557, -0.665, -4.076)  -0.4120
C (-2.180, 0.224, -3.008)  -0.2234
C (0.293, -2.017, 1.087)  -0.1549
C (1.410, -2.522, 1.780)  -0.1938
H (5.422, -2.657, 5.440)  0.2393
H (5.275, -4.221, 4.575)  0.2382
H (6.439, -3.022, 4.024)  0.2369
H (3.015, 0.377, 2.244)  0.2171
H (1.148, 1.265, 1.003)  0.2159
H (-0.120, 1.748, -0.618)  0.1924
H (-3.064, 1.495, -0.711)  0.2158
H (-2.191, 2.916, -1.183)  0.2086
H (-2.092, 1.813, 1.675)  0.2031
H (-1.264, 3.300, 1.008)  0.1930
H (-3.523, 4.154, 0.483)  0.1972
H (-4.253, 2.787, 1.319)  0.2065
H (-3.319, 4.027, 2.214)  0.2087
H (1.116, 0.809, -2.664)  0.2001
H (0.438, -0.812, -2.177)  0.1588
H (-0.120, 0.788, -4.734)  0.2044
H (0.564, -0.891, -4.729)  0.2154
H (-2.141, -0.600, -5.007)  0.2135
H (-1.593, -1.742, -3.793)  0.2044
H (-2.692, 1.080, -3.464)  0.1851
H (-2.849, -0.294, -2.307)  0.2103
H (-0.512, -2.703, 0.829)  0.2316
H (1.491, -3.589, 2.032)  0.2268

(Q)
The following is a DFT calculation (the ωB97M-V functional and the def2-TZVPD basis) of the molecule C18H23NO.

Results
frontier orbital gap: 8.66 eV

Each line ends with the natural charge from an NBO analysis.
Positions of all 43 atoms, in Å:
C (2.716, 2.335, -3.334)  -0.2104
C (1.850, 2.600, -2.264)  -0.2169
C (1.792, 1.747, -1.196)  -0.2014
C (2.596, 0.591, -1.154)  -0.0304
C (2.547, -0.314, -0.051)  0.3254
O (1.703, 0.053, 0.952)  -0.5061
C (1.389, -0.858, 1.982)  -0.0620
C (0.450, -1.977, 1.518)  -0.4243
C (-0.807, -1.440, 0.833)  -0.4095
C (-1.728, -0.671, 1.779)  -0.2082
N (-3.011, -0.421, 1.162)  -0.4369
C (-2.967, 0.505, 0.035)  -0.2267
C (-4.343, 1.190, -0.008)  -0.4133
C (-5.127, 0.532, 1.131)  -0.4033
C (-4.020, 0.082, 2.074)  -0.2140
C (3.338, -1.438, -0.060)  -0.3232
C (4.198, -1.694, -1.138)  -0.1896
C (4.269, -0.844, -2.203)  -0.2083
C (3.469, 0.317, -2.236)  -0.0716
C (3.507, 1.219, -3.319)  -0.1774
H (2.753, 3.018, -4.170)  0.2124
H (1.228, 3.483, -2.290)  0.2123
H (1.132, 1.942, -0.366)  0.2258
H (2.299, -1.282, 2.425)  0.1762
H (0.897, -0.247, 2.743)  0.1931
H (0.980, -2.618, 0.811)  0.2137
H (0.179, -2.578, 2.388)  0.2068
H (-1.373, -2.276, 0.419)  0.2149
H (-0.509, -0.793, 0.007)  0.2102
H (-1.245, 0.272, 2.095)  0.1570
H (-1.909, -1.276, 2.674)  0.1910
H (-2.764, -0.057, -0.880)  0.1979
H (-2.167, 1.252, 0.160)  0.1672
H (-4.239, 2.260, 0.173)  0.2029
H (-4.836, 1.057, -0.969)  0.2121
H (-5.665, -0.342, 0.763)  0.2048
H (-5.835, 1.210, 1.604)  0.2097
H (-4.334, -0.711, 2.756)  0.1993
H (-3.654, 0.935, 2.674)  0.1538
H (3.322, -2.140, 0.759)  0.2162
H (4.809, -2.585, -1.108)  0.2129
H (4.933, -1.047, -3.030)  0.2090
H (4.176, 1.009, -4.142)  0.2087

Tell me which of them is the most stable. Sure, it is (Q).

(P)
The following is a DFT calculation (the ωB97M-V functional and the def2-TZVPD basis) of the molecule C8H11NS.

Results
frontier orbital gap: 9.94 eV

Each line ends with the natural charge from an NBO analysis.
Positions of all 21 atoms, in Å:
C (3.190, 0.222, -3.213)  -0.6778
C (2.304, -0.290, -2.177)  -0.0841
C (1.188, -0.395, -1.691)  0.0086
C (-0.316, -0.772, -0.656)  -0.2173
C (0.256, -1.372, 0.768)  -0.5747
C (-1.362, 0.118, 0.119)  0.1332
N (-2.210, -0.434, 0.853)  -0.4477
C (-2.681, 0.599, 1.753)  -0.2469
C (-1.332, 1.272, 2.266)  -0.5084
S (-0.726, 1.715, 0.546)  0.2046
H (3.768, -0.578, -3.688)  0.2334
H (3.802, 0.934, -2.682)  0.2342
H (2.608, 0.849, -4.063)  0.2303
H (-0.765, -1.692, -0.974)  0.2353
H (1.287, -1.636, 0.695)  0.2162
H (-0.388, -2.138, 1.145)  0.2203
H (0.259, -0.559, 1.481)  0.1945
H (-3.311, 0.119, 2.550)  0.2063
H (-3.151, 1.274, 1.146)  0.1969
H (-1.651, 2.113, 2.891)  0.2256
H (-0.769, 0.653, 2.931)  0.2177

(Q)
The following is a DFT calculation (the ωB97M-V functional and the def2-TZVPD basis) of a cluster of 2 separate species, C8H11NS in total.

Results
frontier orbital gap (spin up / spin down): 7.44 / 7.43 eV

Each line ends with the natural charge from an NBO analysis.
Positions of all 21 atoms, in Å:
C (1.669, 0.729, -0.898)  -0.2735
C (1.390, -0.778, 0.910)  -0.2471
C (3.069, 0.379, -0.896)  0.0578
C (2.740, -0.929, 0.907)  0.0129
C (0.857, 0.145, 0.019)  -0.1729
C (-1.345, 0.654, 1.655)  -0.9460
C (-1.559, -0.684, -0.736)  -0.6327
C (-3.047, -0.698, -0.610)  -0.6413
N (3.578, -0.431, 0.020)  -0.4019
S (-0.911, 0.630, 0.056)  1.1857
H (1.184, 1.538, -1.439)  0.2369
H (0.711, -1.056, 1.868)  0.2662
H (3.685, 0.799, -1.711)  0.1994
H (3.312, -1.640, 1.523)  0.2059
H (-2.463, 0.489, 1.496)  0.2175
H (-0.913, 1.660, 1.980)  0.2283
H (-1.163, -0.875, -1.726)  0.2324
H (-3.437, -1.768, -0.436)  0.2294
H (-3.541, -0.282, -1.471)  0.2110
H (-3.456, -0.135, 0.330)  0.2041
H (-0.360, 2.252, -0.840)  -0.1719

(R)
The following is a DFT calculation (the ωB97M-V functional and the def2-TZVPD basis) of the molecule C8H11NS.

Results
frontier orbital gap: 8.76 eV

Each line ends with the natural charge from an NBO analysis.
Positions of all 21 atoms, in Å:
C (-0.391, 1.280, 2.704)  -0.5418
C (-0.330, 0.779, 1.481)  0.0698
S (-0.158, 1.865, 0.042)  0.3523
C (0.244, 0.550, -0.928)  -0.2410
C (0.624, 0.571, -2.209)  -0.2028
C (0.898, 1.807, -2.949)  -0.6472
C (-0.163, -0.851, -0.232)  0.2223
C (-0.189, -2.014, -0.887)  -0.5278
N (-0.355, -0.590, 1.163)  -0.4437
C (-0.582, -1.658, 2.100)  -0.4102
H (-0.338, 2.360, 2.977)  0.2195
H (-0.670, 0.798, 3.660)  0.2119
H (0.769, -0.442, -2.540)  0.2078
H (1.561, 1.657, -3.779)  0.2247
H (1.423, 2.472, -2.249)  0.2237
H (-0.135, 2.284, -3.350)  0.2193
H (-0.380, -2.897, -0.263)  0.2165
H (-0.056, -1.944, -1.930)  0.2161
H (0.373, -2.188, 2.306)  0.1970
H (-0.890, -1.405, 3.073)  0.2235
H (-1.255, -2.435, 1.810)  0.2101

Tell me which of them is the most stable. Sure, it is (R).

(P)
The following is a DFT calculation (the ωB97M-V functional and the def2-TZVPD basis) of a structure of composition C4H9N3.

Results
frontier orbital gap: 8.29 eV

Each line ends with the natural charge from an NBO analysis.
Positions of all 16 atoms, in Å:
C (0.113, 1.351, 1.142)  -0.3178
C (0.953, -1.836, 0.055)  -0.8838
N (-0.738, 1.190, -0.036)  -0.6016
C (0.867, 1.112, -0.079)  0.5075
C (-1.840, -0.321, 0.066)  0.2290
N (1.959, 1.207, -0.632)  -0.6203
N (-2.788, -0.345, -0.659)  -0.8177
H (-1.215, 1.985, -0.439)  0.3970
H (2.036, 0.958, -1.617)  0.3708
H (-3.285, -0.718, -1.446)  0.4337
H (0.014, 0.532, 1.845)  0.2293
H (0.205, 2.342, 1.578)  0.2141
H (-0.035, -1.313, 0.148)  0.2342
H (1.691, -1.511, 0.779)  0.2102
H (0.685, -2.875, 0.233)  0.2140
H (1.378, -1.757, -0.939)  0.2014

(Q)
The following is a DFT calculation (the ωB97M-V functional and the def2-TZVPD basis) of the molecule C4H9N3.

Results
frontier orbital gap: 9.71 eV

Each line ends with the natural charge from an NBO analysis.
Positions of all 16 atoms, in Å:
H (-1.947, 2.378, -0.004)  0.3533
N (-1.401, 1.619, -0.352)  -0.6264
C (-0.165, 1.601, -0.250)  0.1358
C (0.635, 0.423, -0.578)  -0.1833
C (-0.186, -0.837, -0.742)  -0.4175
C (-1.128, -1.251, 0.464)  -0.6152
N (1.832, 0.422, 0.373)  -0.1241
N (2.233, -0.574, 0.986)  -0.3225
H (3.036, -0.299, 1.610)  0.3229
H (0.233, 2.531, 0.122)  0.1667
H (1.020, 0.568, -1.599)  0.2395
H (-0.664, -0.776, -1.654)  0.2175
H (0.531, -1.676, -0.767)  0.2189
H (-0.998, -2.390, 0.681)  0.2060
H (-2.191, -1.038, 0.260)  0.2213
H (-0.840, -0.703, 1.450)  0.2071

Tell me which of them is the most stable. Sure, it is (Q).